1.
Computed, not measured: a cluster of 2 separate species, C11H27Cl2F2N4O3PS in total, with ωB97M-V with the def2-TZVPD basis set.

Properties
Net charge: 0
Orbital gap in Eh: 0.3233
LUMO in hartree: 0.0206
SMILES: C[C@H](Cl)[C@H](Cl)N([C@@H](C)F)S(=O)(=O)F.CN(C)P(=O)(N(C)C)N(C)C

CARTESIAN COORDINATES (ANGSTROEM)
1 C 3.02 1.25 -2.65
2 C 2.36 2.60 -2.92
3 Cl 1.70 3.36 -1.45
4 C 1.38 2.56 -4.10
5 Cl 0.98 4.20 -4.69
6 N 0.24 1.68 -4.00
7 C -1.00 2.02 -3.25
8 C -1.29 1.03 -2.11
9 F -1.01 3.28 -2.75
10 S 0.39 0.18 -4.58
11 O 1.12 0.19 -5.80
12 O 0.79 -0.78 -3.62
13 F -1.10 -0.11 -4.91
14 H 2.59 0.74 -1.79
15 H 3.00 0.63 -3.55
16 H 4.07 1.45 -2.44
17 H 3.15 3.26 -3.27
18 H 2.00 2.17 -4.91
19 H -1.84 1.94 -3.93
20 H -2.06 0.32 -2.39
21 H -0.38 0.56 -1.74
22 H -1.69 1.62 -1.29
23 C -0.67 -3.42 3.04
24 N -0.47 -2.63 1.85
25 C 0.16 -3.36 0.76
26 P -0.83 -0.99 1.52
27 O -1.95 -1.17 0.53
28 N -1.76 -0.17 2.72
29 C -1.84 -0.56 4.11
30 C -3.06 0.36 2.30
31 N 0.62 -0.39 2.15
32 C 1.63 -1.14 2.87
33 C 0.72 1.06 2.34
34 H 0.29 -3.74 3.49
35 H -1.23 -4.34 2.81
36 H -1.22 -2.91 3.82
37 H 1.20 -3.03 0.60
38 H -0.39 -3.23 -0.17
39 H 0.19 -4.43 0.97
40 H -2.55 -1.39 4.26
41 H -2.19 0.28 4.71
42 H -0.87 -0.84 4.52
43 H -3.83 -0.42 2.26
44 H -3.00 0.83 1.33
45 H -3.39 1.12 3.01
46 H 1.32 -1.36 3.89
47 H 2.55 -0.55 2.92
48 H 1.91 -2.06 2.36
49 H 0.35 1.35 3.33
50 H 0.15 1.59 1.59
51 H 1.76 1.39 2.25

---

2.
Computed, not measured: the molecule C6H11NO, with ωB97M-V with the def2-TZVPD basis set.

Properties
Net charge: 0
Orbital gap in Eh: 0.3652
LUMO in hartree: 0.0206
ΔE to the lowest compared entry with this formula, charge and spin in eV: 2.2118
SMILES: C=NC(=O)CCCC

CARTESIAN COORDINATES (ANGSTROEM)
1 C 2.29 -0.10 2.11
2 N 1.50 0.08 1.16
3 C 0.33 -0.64 0.90
4 O -0.51 -0.97 1.72
5 C 0.41 -1.30 -0.53
6 C 0.28 -0.08 -1.37
7 C -0.71 1.09 -0.58
8 C -2.18 0.67 -0.62
9 H 3.08 0.63 2.25
10 H 2.26 -0.97 2.76
11 H 1.37 -1.80 -0.65
12 H -0.44 -1.97 -0.61
13 H -0.26 -0.27 -2.29
14 H 1.23 0.43 -1.51
15 H -0.46 1.51 0.39
16 H -0.54 1.94 -1.23
17 H -2.36 -0.19 0.01
18 H -2.49 0.42 -1.63
19 H -2.81 1.49 -0.28

---

3.
Computed, not measured: the molecule C4H6ClNS, with ωB97M-V with the def2-TZVPD basis set.

Properties
Net charge: 0
Orbital gap in Eh: 0.3120
LUMO in hartree: -0.0006
ΔE to the lowest compared entry with this formula, charge and spin in eV: 2.9287
SMILES: C=C1CCN(Cl)S1

CARTESIAN COORDINATES (ANGSTROEM)
1 C -1.60 1.60 -0.45
2 C -0.54 0.87 -0.05
3 C -0.60 -0.59 0.42
4 C 0.79 -1.17 0.02
5 N 1.82 -0.37 0.58
6 Cl 3.30 -0.51 -0.36
7 S 1.07 1.43 0.16
8 H -1.27 2.58 -0.87
9 H -2.63 1.12 -0.60
10 H -0.64 -0.42 1.58
11 H -1.51 -1.10 0.11
12 H 0.82 -2.10 0.43
13 H 0.98 -1.36 -0.97

---

4.
Computed, not measured: a structure of composition C2H6P2, with ωB97M-V with the def2-TZVPD basis set.

Properties
Net charge: 0
Orbital gap in Eh: 0.2916
LUMO in hartree: -0.0231
ΔE to the lowest compared entry with this formula, charge and spin in eV: 1.3022

CARTESIAN COORDINATES (ANGSTROEM)
1 C 0.84 -0.40 0.10
2 C 0.28 0.98 0.18
3 P -2.46 -0.89 -0.05
4 P -2.15 1.06 -0.15
5 H -0.06 -1.10 0.29
6 H 1.29 -0.60 -0.91
7 H 1.50 -0.78 0.97
8 H 0.70 1.66 -0.48
9 H 0.16 1.19 1.26
10 H -3.79 -0.90 0.14

---

5.
Computed, not measured: the molecule C6H12O, with ωB97M-V with the def2-TZVPD basis set.

Properties
Net charge: 0
Orbital gap in Eh: 0.3926
LUMO in hartree: 0.0369
ΔE to the lowest compared entry with this formula, charge and spin in eV: 1.2153
SMILES: CCC[C@H]1C[C@H]1O

CARTESIAN COORDINATES (ANGSTROEM)
1 C -2.71 0.21 -0.03
2 C -1.37 0.28 0.68
3 C -0.23 0.54 -0.31
4 C 1.17 0.47 0.27
5 C 1.71 -0.81 0.86
6 C 2.21 -0.34 -0.46
7 O 1.81 -1.11 -1.56
8 H -2.94 1.16 -0.51
9 H -2.69 -0.55 -0.81
10 H -3.53 -0.04 0.64
11 H -1.19 -0.66 1.20
12 H -1.39 1.05 1.46
13 H -0.38 1.52 -0.78
14 H -0.30 -0.21 -1.10
15 H 1.53 1.39 0.73
16 H 1.05 -1.68 0.84
17 H 2.37 -0.75 1.72
18 H 3.23 0.05 -0.53
19 H 1.65 -0.52 -2.30

---

6.
Computed, not measured: a structure of composition C15H21Br36FOP, with ωB97M-V with the def2-TZVPD basis set.

Properties
Net charge: +1
Orbital gap in Eh: 0.2634
LUMO in hartree: -0.1462

CARTESIAN COORDINATES (ANGSTROEM)
1 C -1.53 5.33 0.09
2 C -0.26 4.86 -0.63
3 O 0.86 4.83 0.24
4 C 0.00 5.61 -1.94
5 P 0.15 7.35 -1.73
6 F 0.91 7.97 -2.87
7 H -1.91 6.29 -0.27
8 H -1.33 5.42 1.15
9 H -2.33 4.62 -0.05
10 H -0.42 3.85 -0.95
11 H 1.44 5.59 0.15
12 H 0.86 5.23 -2.48
13 H -0.87 5.50 -2.58
14 H 0.84 7.70 -0.58
15 H -1.08 7.96 -1.71
16 C 0.30 0.69 -1.89
17 Br 0.92 1.52 -0.28
18 Br -0.44 -1.02 -1.50
19 Br -0.93 1.81 -2.86
20 H 1.16 0.53 -2.54
21 C -3.41 -2.13 -3.71
22 Br -2.36 -2.34 -5.30
23 Br -4.73 -0.75 -3.92
24 Br -4.19 -3.78 -3.14
25 H -2.74 -1.80 -2.93
26 C 3.49 -1.13 -0.11
27 Br 3.17 -2.58 -1.32
28 Br 4.33 -1.71 1.51
29 Br 4.47 0.29 -0.97
30 H 2.53 -0.72 0.15
31 C -1.78 -3.75 -9.18
32 Br -3.22 -2.94 -10.16
33 Br -0.79 -4.98 -10.27
34 Br -0.62 -2.41 -8.41
35 H -2.21 -4.30 -8.37
36 C -1.32 -2.85 2.38
37 Br -1.46 -3.10 4.28
38 Br -2.44 -1.41 1.77
39 Br 0.52 -2.62 1.86
40 H -1.67 -3.75 1.91
41 C 7.42 -3.47 4.25
42 Br 6.34 -4.49 3.04
43 Br 9.27 -3.48 3.72
44 Br 6.76 -1.68 4.44
45 H 7.36 -3.94 5.22
46 C -4.98 6.70 -2.23
47 Br -4.92 7.43 -0.46
48 Br -3.35 7.10 -3.21
49 Br -5.30 4.82 -2.23
50 H -5.78 7.18 -2.78
51 C 2.26 -3.37 6.55
52 Br 1.92 -4.95 5.51
53 Br 3.60 -3.69 7.89
54 Br 2.72 -1.88 5.44
55 H 1.34 -3.12 7.06
56 C -7.88 5.45 -5.74
57 Br -8.64 3.72 -5.44
58 Br -8.18 6.61 -4.23
59 Br -6.01 5.35 -6.18
60 H -8.39 5.90 -6.58
61 C 0.73 -6.23 2.19
62 Br 2.22 -5.86 1.05
63 Br -0.88 -6.50 1.18
64 Br 1.10 -7.69 3.37
65 H 0.57 -5.35 2.80
66 C -0.62 1.04 6.53
67 Br 0.94 1.61 5.56
68 Br -2.05 0.57 5.35
69 Br -0.22 -0.39 7.76
70 H -0.94 1.88 7.13
71 C 6.31 -8.34 3.95
72 Br 4.89 -9.62 3.90
73 Br 6.35 -7.42 5.63
74 Br 8.00 -9.14 3.55
75 H 6.11 -7.60 3.19

---

7.
Computed, not measured: the molecule C6H10OSi, with ωB97M-V with the def2-TZVPD basis set.

Properties
Net charge: 0
Orbital gap in Eh: 0.3369
LUMO in hartree: 0.0195
ΔE to the lowest compared entry with this formula, charge and spin in eV: 2.0932
SMILES: CCO[SiH]1C=CC=C1

CARTESIAN COORDINATES (ANGSTROEM)
1 C 2.59 -0.71 -1.69
2 C 1.57 -0.51 -0.58
3 O 0.27 -0.78 -0.99
4 Si -1.04 -0.75 -0.10
5 C -1.07 -0.46 1.77
6 C -1.66 0.72 1.98
7 C -1.91 1.65 0.94
8 C -1.93 1.31 -0.35
9 H 3.56 -0.80 -1.20
10 H 2.46 -1.57 -2.35
11 H 2.43 0.17 -2.43
12 H 1.69 0.44 -0.31
13 H 1.73 -1.23 0.26
14 H -1.88 -1.86 -0.37
15 H -0.68 -1.12 2.46
16 H -1.84 1.05 2.95
17 H -2.13 2.63 1.27
18 H -2.18 1.82 -1.26

---

8.
Computed, not measured: the molecule C19H27N3O3, with ωB97M-V with the def2-TZVPD basis set.

Properties
Net charge: 0
Orbital gap in Eh: 0.2953
LUMO in hartree: 0.0039
ΔE to the lowest compared entry with this formula, charge and spin in eV: 1.3501
SMILES: CCN(CC)CCNC(=O)Cc1c(C(=O)O)n(CC)c2ccccc12

CARTESIAN COORDINATES (ANGSTROEM)
1 C 4.86 0.79 -0.10
2 C 4.85 0.75 -1.63
3 N 3.58 0.55 -2.29
4 C 2.60 1.60 -2.15
5 C 3.08 2.93 -2.74
6 C 3.04 -0.79 -2.26
7 C 2.21 -1.22 -1.03
8 N 0.83 -0.80 -1.10
9 C -0.17 -1.63 -1.43
10 O -0.03 -2.81 -1.67
11 C -1.53 -0.92 -1.45
12 C -2.01 -0.75 -0.06
13 C -1.91 0.37 0.76
14 C -1.30 1.62 0.38
15 O -0.52 1.74 -0.55
16 O -1.65 2.70 1.10
17 N -2.51 0.11 1.98
18 C -2.63 0.98 3.12
19 C -3.95 1.75 3.10
20 C -2.99 -1.16 1.96
21 C -3.67 -1.89 2.93
22 C -4.03 -3.19 2.63
23 C -3.73 -3.77 1.39
24 C -3.07 -3.06 0.42
25 C -2.70 -1.74 0.70
26 H 5.84 1.11 0.25
27 H 4.12 1.49 0.28
28 H 4.66 -0.19 0.33
29 H 5.52 -0.04 -1.97
30 H 5.26 1.69 -2.00
31 H 2.29 1.77 -1.11
32 H 1.71 1.28 -2.71
33 H 2.24 3.61 -2.82
34 H 3.49 2.76 -3.73
35 H 3.83 3.39 -2.12
36 H 3.88 -1.48 -2.36
37 H 2.40 -0.92 -3.14
38 H 2.65 -0.84 -0.11
39 H 2.19 -2.31 -0.99
40 H 0.61 0.18 -0.95
41 H -2.23 -1.56 -2.00
42 H -1.44 0.04 -1.95
43 H -1.21 3.48 0.74
44 H -2.57 0.37 4.03
45 H -1.80 1.69 3.13
46 H -4.00 2.39 2.23
47 H -4.79 1.06 3.07
48 H -4.04 2.37 3.99
49 H -3.91 -1.47 3.89
50 H -4.56 -3.78 3.37
51 H -4.03 -4.79 1.20
52 H -2.82 -3.50 -0.53

---

9.
Computed, not measured: a cluster of 6 separate species, C24H57O24P3S3 in total, with ωB97M-V with the def2-TZVPD basis set.

Properties
Net charge: 0
Orbital gap in Eh: 0.3892
LUMO in hartree: 0.0101
SMILES: CCOP(=O)(OCC)OCC.CCOP(=O)(OCC)OCC.CCOP(=O)(OCC)OCC.O=S1(=O)OCCO1.O=S1(=O)OCCO1.O=S1(=O)OCCO1

CARTESIAN COORDINATES (ANGSTROEM)
1 C -7.95 3.03 -6.09
2 C -6.87 3.36 -5.01
3 O -5.45 3.47 -5.50
4 P -4.94 4.71 -6.43
5 O -5.50 6.03 -6.10
6 O -5.37 4.23 -7.97
7 C -4.86 4.94 -8.99
8 C -5.41 4.32 -10.23
9 O -3.30 4.61 -6.39
10 C -2.67 3.41 -6.19
11 C -2.43 3.24 -4.65
12 H -7.54 2.15 -6.56
13 H -8.83 2.84 -5.46
14 H -8.18 3.84 -6.79
15 H -7.23 4.23 -4.47
16 H -6.77 2.64 -4.20
17 H -5.04 6.00 -8.84
18 H -3.78 4.88 -8.89
19 H -4.97 3.33 -10.32
20 H -6.49 4.39 -10.38
21 H -5.07 4.84 -11.13
22 H -3.22 2.58 -6.64
23 H -1.73 3.30 -6.73
24 H -3.36 3.61 -4.20
25 H -2.44 2.16 -4.48
26 H -1.53 3.63 -4.17
27 C -1.92 -4.92 -2.93
28 C -3.32 -5.51 -2.63
29 O -3.44 -6.71 -3.41
30 P -4.62 -7.80 -3.06
31 O -5.96 -7.22 -3.30
32 O -4.11 -9.01 -4.09
33 C -4.83 -9.34 -5.30
34 C -4.23 -8.41 -6.38
35 O -4.30 -8.35 -1.56
36 C -4.71 -9.67 -1.30
37 C -5.23 -9.66 0.17
38 H -1.92 -3.96 -2.40
39 H -1.08 -5.52 -2.59
40 H -1.86 -4.59 -3.97
41 H -3.54 -5.76 -1.59
42 H -4.06 -4.78 -2.95
43 H -4.59 -10.34 -5.65
44 H -5.90 -9.18 -5.13
45 H -4.48 -8.78 -7.37
46 H -4.58 -7.38 -6.27
47 H -3.14 -8.43 -6.37
48 H -5.52 -10.09 -1.89
49 H -3.78 -10.22 -1.42
50 H -5.44 -10.67 0.55
51 H -4.41 -9.29 0.79
52 H -6.05 -8.97 0.36
53 C 7.21 1.05 5.81
54 C 8.26 2.14 5.68
55 O 8.02 3.09 6.72
56 P 7.21 4.42 6.40
57 O 6.34 4.35 5.19
58 O 6.46 4.64 7.84
59 C 5.53 3.78 8.47
60 C 5.51 4.10 9.98
61 O 8.31 5.65 6.48
62 C 8.74 6.15 5.24
63 C 7.94 7.40 4.75
64 H 6.20 1.42 5.67
65 H 7.44 0.31 5.05
66 H 7.18 0.67 6.83
67 H 9.24 1.69 5.82
68 H 8.39 2.66 4.72
69 H 4.51 3.99 8.15
70 H 5.76 2.76 8.14
71 H 5.28 5.13 10.22
72 H 4.93 3.56 10.72
73 H 6.51 4.00 10.40
74 H 9.73 6.51 5.51
75 H 8.83 5.41 4.44
76 H 7.91 7.66 3.69
77 H 6.89 7.20 4.97
78 H 8.29 8.26 5.32
79 O 2.04 -2.00 8.21
80 S 0.79 -2.09 8.97
81 O 0.82 -2.62 10.31
82 O 0.01 -0.62 8.99
83 C -1.40 -0.76 8.86
84 C -1.55 -1.88 7.84
85 O -0.50 -2.79 8.11
86 H -1.98 -0.92 9.77
87 H -1.82 0.18 8.50
88 H -1.65 -1.43 6.86
89 H -2.51 -2.40 7.87
90 O 5.98 -0.41 -1.41
91 S 5.05 -1.15 -2.22
92 O 4.29 -2.26 -1.63
93 O 3.97 -0.08 -3.10
94 C 3.91 -0.46 -4.43
95 C 5.30 -0.93 -4.79
96 O 5.75 -1.58 -3.63
97 H 3.20 -1.29 -4.49
98 H 3.58 0.45 -4.94
99 H 5.92 -0.05 -4.99
100 H 5.33 -1.59 -5.65
101 O -1.57 1.13 1.64
102 S -0.25 1.04 2.20
103 O 0.50 -0.27 2.17
104 O 0.70 2.23 1.59
105 C 1.17 3.13 2.56
106 C 0.98 2.40 3.83
107 O -0.22 1.66 3.73
108 H 2.24 3.26 2.37
109 H 0.54 4.02 2.57
110 H 0.98 3.18 4.59
111 H 1.78 1.68 4.02

---

10.
Computed, not measured: a structure of composition C33H30BrIN4O4P2PtS, with ωB97M-V with the def2-TZVPD basis set.

Properties
Net charge: 0
Orbital gap in Eh: 0.2282
LUMO in hartree: -0.0036
ΔE to the lowest compared entry with this formula, charge and spin in eV: 1.1028

CARTESIAN COORDINATES (ANGSTROEM)
1 Pt -0.13 1.01 0.57
2 C 2.75 -1.42 -1.59
3 N 1.81 -0.61 -0.82
4 P 1.95 0.97 -0.24
5 C 3.45 1.04 0.76
6 C 3.34 0.82 2.13
7 C 4.48 0.79 2.92
8 C 5.72 0.99 2.35
9 C 5.84 1.23 0.98
10 C 4.71 1.26 0.19
11 C 2.18 2.09 -1.62
12 C 1.75 1.71 -2.89
13 C 1.79 2.62 -3.93
14 C 2.22 3.92 -3.71
15 C 2.63 4.30 -2.44
16 C 2.61 3.39 -1.39
17 P 0.21 -0.96 -0.39
18 C 0.30 -2.56 0.45
19 C -0.70 -3.52 0.32
20 C -0.64 -4.70 1.06
21 C 0.41 -4.91 1.93
22 C 1.41 -3.96 2.07
23 C 1.35 -2.78 1.34
24 C -0.73 -1.22 -1.90
25 C -1.54 -0.17 -2.35
26 C -2.19 -0.28 -3.57
27 C -2.04 -1.42 -4.35
28 C -1.23 -2.46 -3.91
29 C -0.58 -2.36 -2.69
30 H 3.76 -1.21 -1.26
31 H 2.68 -1.22 -2.66
32 H 2.55 -2.47 -1.41
33 H 2.36 0.68 2.56
34 H 4.39 0.63 3.99
35 H 6.61 0.98 2.97
36 H 6.82 1.39 0.54
37 H 4.80 1.46 -0.87
38 H 1.37 0.71 -3.06
39 H 1.45 2.32 -4.92
40 H 2.23 4.63 -4.52
41 H 2.95 5.32 -2.26
42 H 2.90 3.71 -0.40
43 H -1.53 -3.35 -0.36
44 H -1.42 -5.44 0.95
45 H 0.46 -5.83 2.51
46 H 2.23 -4.12 2.76
47 H 2.12 -2.03 1.46
48 H -1.65 0.73 -1.76
49 H -2.81 0.54 -3.91
50 H -2.55 -1.49 -5.30
51 H -1.11 -3.35 -4.52
52 H 0.05 -3.18 -2.35
53 Br -4.31 1.23 4.59
54 C -3.95 -0.33 3.59
55 C -4.98 -0.93 2.88
56 C -4.68 -2.07 2.16
57 C -3.38 -2.55 2.17
58 C -2.44 -1.88 2.92
59 N -2.71 -0.78 3.63
60 H -5.98 -0.51 2.90
61 H -5.46 -2.58 1.59
62 H -3.10 -3.45 1.62
63 H -1.41 -2.22 2.97
64 O -1.46 3.05 -1.15
65 S -1.36 3.58 0.19
66 O -1.48 5.00 0.34
67 O -0.05 3.08 0.87
68 O -2.30 3.09 2.59
69 I -5.20 4.15 0.92
70 C -3.92 2.55 0.88
71 C -4.22 1.31 0.48
72 N -3.14 0.50 0.54
73 N -2.08 1.18 1.16
74 C -2.49 2.57 1.29
75 H -5.18 0.92 0.16
76 H -3.16 -0.50 0.58
77 H -1.38 3.36 2.68

---

11.
Computed, not measured: a cluster of 2 separate species, C3H10N2O in total, with ωB97M-V with the def2-TZVPD basis set.

Properties
Net charge: 0
Orbital gap in Eh: 0.1498
LUMO in hartree: -0.1138
ΔE to the lowest compared entry with this formula, charge and spin in eV: 7.3096

CARTESIAN COORDINATES (ANGSTROEM)
1 C -0.33 1.42 -0.14
2 C -1.12 0.34 0.49
3 C -0.25 -0.83 0.82
4 N 0.64 -1.25 -0.40
5 N -2.42 -0.16 0.00
6 H -0.11 1.22 -1.24
7 H 0.65 1.53 0.30
8 H -0.84 2.41 -0.23
9 H 0.54 -0.63 1.54
10 H -0.77 -1.67 1.28
11 H 0.21 -0.48 -0.88
12 H -3.04 0.21 0.72
13 H -2.47 0.47 -0.80
14 H 3.77 0.53 -0.62
15 H 1.63 -0.95 -0.31
16 O 2.88 0.19 -0.48

---

12.
Computed, not measured: a structure of composition C14H10Cl3N4O3RbS2, with ωB97M-V with the def2-TZVPD basis set.

Properties
Net charge: -2
Orbital gap in Eh: 0.1658
LUMO in hartree: 0.1284
ΔE to the lowest compared entry with this formula, charge and spin in eV: 0.4298

CARTESIAN COORDINATES (ANGSTROEM)
1 Rb 0.74 -0.67 -0.15
2 S -0.16 -2.15 2.66
3 C -1.82 -2.14 2.22
4 S -2.35 -1.52 0.69
5 C -2.79 -2.65 3.12
6 C -4.18 -2.65 2.83
7 N -5.32 -2.70 2.67
8 C -2.46 -3.18 4.39
9 N -2.27 -3.62 5.45
10 C -1.54 0.06 -4.66
11 C -0.61 0.67 -3.63
12 O 0.17 0.01 -2.98
13 N -0.70 2.04 -3.53
14 C -0.05 2.76 -2.43
15 C -0.98 2.90 -1.26
16 C -1.94 3.91 -1.20
17 C -2.83 3.92 -0.14
18 C -2.74 2.93 0.82
19 C -1.74 1.97 0.69
20 N -0.88 1.96 -0.32
21 H -1.21 -0.96 -4.85
22 H -1.54 0.63 -5.59
23 H -2.55 0.03 -4.26
24 H -1.51 2.46 -3.94
25 H 0.27 3.74 -2.79
26 H 0.83 2.19 -2.14
27 H -1.98 4.66 -1.98
28 H -3.59 4.69 -0.07
29 H -3.42 2.88 1.66
30 H -1.66 1.15 1.40
31 Cl 5.89 0.89 -1.68
32 C 5.15 0.00 -0.30
33 Cl 5.96 -1.56 -0.15
34 Cl 5.45 0.93 1.18
35 C 3.59 -0.13 -0.62
36 O 3.24 -1.21 -1.10
37 O 2.94 0.89 -0.36